[1]
Below is C28H42BrI2N5O2S2SiTa as an isolated structure, with properties calculated with the ωB97M-V functional and the def2-TZVPD basis.

Each line ends with the Mulliken charge.
Atoms and positions in Å:
Ta1 2.255 -2.972 4.035  0.95
N1 2.661 -1.637 12.295  -0.42
C1 2.589 -1.824 10.976  1.04
C2 2.453 -3.134 10.444  -0.95
C3 2.384 -3.331 9.099  -0.44
C4 2.449 -2.218 8.235  -0.11
C5 2.577 -0.908 8.740  -0.48
C6 2.649 -0.720 10.088  -0.78
S1 2.368 -2.435 6.583  1.92
O1 3.332 -3.434 6.005  -0.54
O2 2.511 -1.217 5.783  -0.63
N2 0.994 -3.016 5.887  -0.40
C7 0.856 -4.418 5.900  0.49
N3 0.311 -5.105 6.872  -0.50
C8 0.205 -6.417 6.655  -0.22
C9 0.629 -7.028 5.474  -0.90
C10 1.220 -6.227 4.525  -0.03
N4 1.344 -4.913 4.758  0.24
H1 2.623 -2.410 12.937  0.22
H2 2.761 -0.716 12.688  0.22
H3 2.406 -3.978 11.119  0.33
H4 2.280 -4.333 8.705  0.40
H5 2.624 -0.065 8.064  0.44
H6 2.756 0.279 10.488  0.33
H7 -0.241 -7.000 7.452  0.47
H8 0.505 -8.089 5.315  0.44
H9 1.580 -6.600 3.574  0.58
I1 0.065 -0.022 0.056  0.19
C11 0.999 0.406 1.896  -0.72
I2 0.265 -0.713 3.574  0.37
H10 0.813 1.438 2.167  0.42
H11 2.059 0.195 1.824  0.21
S2 3.922 -1.569 3.025  -0.26
C12 4.754 -3.118 2.882  0.54
C13 5.997 -3.367 2.335  -0.76
C14 6.490 -4.658 2.439  -0.09
C15 5.749 -5.646 3.087  -0.92
C16 4.514 -5.325 3.597  -0.11
N5 4.025 -4.083 3.466  -0.23
H12 6.560 -2.573 1.867  0.47
H13 7.462 -4.896 2.029  0.44
H14 6.135 -6.649 3.198  0.43
H15 3.901 -6.044 4.122  0.60
C17 -2.004 4.532 -3.793  -1.98
C18 -1.601 3.778 -5.066  2.25
C19 -0.866 2.480 -4.654  -1.69
C20 -0.645 4.688 -5.886  -1.74
Si1 -2.976 3.457 -6.304  -0.93
Br1 1.256 -3.784 1.958  -0.23
C21 -2.606 2.440 -7.834  2.06
C22 -3.756 1.455 -8.125  -1.74
C23 -2.518 3.489 -8.972  -1.62
C24 -1.295 1.644 -7.795  -1.82
C25 -4.590 4.396 -6.171  2.11
C26 -5.205 4.272 -4.765  -1.72
C27 -4.164 5.865 -6.435  -1.68
C28 -5.666 4.009 -7.195  -1.93
H16 -1.091 4.773 -3.244  0.57
H17 -2.632 3.926 -3.140  0.43
H18 -2.515 5.473 -3.992  0.40
H19 -0.301 2.682 -3.743  0.50
H20 -0.162 2.156 -5.415  0.36
H21 -1.541 1.647 -4.442  0.36
H22 0.240 4.887 -5.276  0.48
H23 -1.093 5.656 -6.122  0.36
H24 -0.299 4.230 -6.813  0.38
H25 -4.682 1.953 -8.396  0.39
H26 -3.954 0.780 -7.288  0.40
H27 -3.459 0.833 -8.973  0.49
H28 -3.429 4.077 -9.085  0.33
H29 -2.363 2.951 -9.911  0.50
H30 -1.675 4.173 -8.849  0.37
H31 -1.315 0.854 -7.045  0.38
H32 -0.417 2.265 -7.628  0.35
H33 -1.166 1.166 -8.769  0.56
H34 -4.574 4.686 -3.983  0.37
H35 -5.446 3.237 -4.511  0.41
H36 -6.144 4.830 -4.757  0.49
H37 -3.434 6.240 -5.717  0.34
H38 -5.055 6.491 -6.346  0.50
H39 -3.769 6.010 -7.444  0.37
H40 -6.038 2.996 -7.038  0.43
H41 -5.334 4.107 -8.227  0.37
H42 -6.511 4.689 -7.063  0.55

Computed properties:
- total charge = +3
- orbital gap (eV) = 5.97
- E_HOMO (eV) = -14.809

[2]
Below is C28H42BrN3P2Pd as an isolated structure, with properties calculated with the ωB97M-V functional and the def2-TZVPD basis.

Each line ends with the Mulliken spin population.
Atoms and positions in Å:
C1 4.318 5.988 -0.468  0.01
C2 3.063 5.469 -0.841  -0.01
C3 2.795 5.289 -2.217  0.01
C4 3.799 5.603 -3.143  0.00
N1 4.983 6.079 -2.764  0.01
C5 5.250 6.276 -1.475  0.00
C6 2.088 5.107 0.146  0.04
C7 1.208 4.791 0.942  0.00
C8 0.166 4.139 1.667  0.07
C9 0.379 3.639 2.970  0.00
C10 -0.269 2.450 3.346  0.11
C11 -1.078 1.880 2.361  0.52
C12 -1.683 2.627 1.335  -0.10
C13 -1.030 3.803 0.979  -0.01
Pd1 -1.198 -0.044 1.845  0.92
P1 0.728 -0.026 0.687  0.23
H1 1.830 4.915 -2.560  0.00
H2 4.571 6.160 0.576  0.00
H3 3.625 5.462 -4.213  0.00
H4 6.234 6.674 -1.216  0.00
H5 -1.356 4.403 0.124  -0.01
H6 1.119 4.120 3.611  0.00
H7 -2.559 2.241 0.819  0.01
H8 -0.130 1.964 4.309  0.02
C14 1.524 -1.666 0.626  -0.01
C15 2.512 -1.896 -0.519  0.02
H9 0.702 -2.398 0.583  0.01
H10 2.013 -1.801 1.603  0.00
H11 2.902 -2.919 -0.453  0.00
H12 2.039 -1.789 -1.503  0.00
H13 3.371 -1.218 -0.469  0.00
C16 0.334 0.563 -0.996  0.01
C17 0.870 1.949 -1.363  0.00
H14 -0.766 0.556 -1.052  0.00
H15 0.699 -0.198 -1.699  0.00
H16 0.360 2.302 -2.270  0.00
H17 0.682 2.695 -0.580  0.00
H18 1.947 1.944 -1.578  0.00
C18 1.966 1.112 1.399  0.02
C19 3.377 1.079 0.801  0.01
H19 2.013 0.863 2.471  0.00
H20 1.531 2.120 1.344  0.00
H21 3.942 1.940 1.184  0.00
H22 3.916 0.173 1.101  0.00
H23 3.377 1.151 -0.293  0.00
Br1 -1.873 -2.743 0.629  0.02
P2 -2.388 -3.630 -1.431  0.02
C20 -0.842 -4.280 -2.068  0.00
C21 -0.954 -5.005 -3.413  0.00
H24 -0.448 -4.963 -1.299  0.00
H25 -0.133 -3.439 -2.142  0.00
H26 0.014 -5.459 -3.654  0.00
H27 -1.694 -5.815 -3.391  0.00
H28 -1.204 -4.324 -4.236  0.00
C22 -3.654 -4.855 -1.130  0.00
C23 -5.003 -4.265 -0.699  0.00
H29 -3.270 -5.537 -0.356  0.00
H30 -3.753 -5.438 -2.062  0.00
H31 -5.716 -5.081 -0.534  0.00
H32 -4.920 -3.706 0.239  0.00
H33 -5.431 -3.603 -1.462  0.00
C24 -2.974 -2.185 -2.340  0.00
C25 -3.575 -2.478 -3.713  0.00
H34 -2.119 -1.498 -2.438  0.00
H35 -3.709 -1.677 -1.698  0.00
H36 -3.991 -1.549 -4.120  0.00
H37 -2.825 -2.837 -4.426  0.00
H38 -4.392 -3.209 -3.675  0.00
N2 -0.695 -1.704 5.703  0.01
C26 -1.777 -2.507 5.373  0.00
C27 -2.156 -2.145 4.106  0.01
N3 -1.300 -1.140 3.686  0.03
C28 -0.436 -0.881 4.655  0.01
H39 -0.176 -1.704 6.574  0.00
H40 -2.183 -3.252 6.033  0.00
H41 -2.944 -2.523 3.479  0.00
H42 0.359 -0.143 4.650  0.00

Computed properties:
- ⟨S²⟩ = 2.01
- total charge = +2
- orbital gap (alpha / beta) (eV) = 5.77 / 5.76
- E_HOMO (alpha / beta) (eV) = -11.995 / -12.323
- 2S+1 = 3

[3]
Below is C28H42BrN3P2Sn as an isolated structure, with properties calculated with the ωB97M-V functional and the def2-TZVPD basis.

Each line ends with the Mulliken charge.
Atoms and positions in Å:
C1 -3.821 1.674 1.597  -0.45
C2 -3.472 0.342 1.242  0.59
C3 -4.315 -0.350 0.322  -0.36
C4 -5.461 0.301 -0.138  -0.49
N1 -5.770 1.553 0.209  -0.56
C5 -4.992 2.216 1.068  -0.39
C6 -2.370 -0.283 1.842  -0.15
C7 -1.156 -0.682 1.961  -0.03
C8 -0.446 -1.553 2.896  0.68
C9 0.914 -1.880 2.729  0.30
C10 1.503 -2.850 3.531  -1.14
C11 0.734 -3.414 4.541  -0.01
C12 -0.594 -3.059 4.792  -0.64
C13 -1.186 -2.132 3.947  -0.63
Sn1 0.299 -0.253 0.093  0.54
P1 -0.768 1.456 -1.686  0.68
H1 -4.095 -1.381 0.031  0.49
H2 -3.202 2.240 2.298  0.47
H3 -6.148 -0.225 -0.810  0.39
H4 -5.302 3.225 1.363  0.39
H5 -2.229 -1.821 4.043  0.44
H6 1.544 -1.375 1.985  0.05
H7 -1.153 -3.493 5.611  0.46
H8 2.531 -3.156 3.392  0.51
C14 0.431 1.935 -3.011  -0.59
C15 -0.098 2.403 -4.368  -1.41
H9 1.080 1.059 -3.171  0.42
H10 1.062 2.725 -2.576  0.57
H11 0.755 2.599 -5.028  0.43
H12 -0.717 1.649 -4.870  0.29
H13 -0.669 3.338 -4.315  0.29
C16 -2.244 0.771 -2.581  -0.06
C17 -3.293 1.734 -3.143  -1.52
H14 -2.743 0.099 -1.864  0.11
H15 -1.853 0.137 -3.393  0.44
H16 -4.063 1.150 -3.666  0.44
H17 -3.816 2.296 -2.357  0.27
H18 -2.892 2.445 -3.877  0.30
C18 -1.348 3.041 -0.959  -0.34
C19 -1.449 4.268 -1.867  -1.36
H19 -0.648 3.266 -0.139  0.58
H20 -2.323 2.834 -0.490  0.07
H21 -1.782 5.123 -1.267  0.44
H22 -0.486 4.549 -2.308  0.32
H23 -2.180 4.155 -2.675  0.24
Br1 1.572 -4.725 5.639  -0.14
P2 0.604 -2.442 -1.295  0.72
C20 0.167 -2.294 -3.065  -0.18
C21 0.855 -3.280 -4.012  -1.38
H24 0.406 -1.258 -3.366  0.15
H25 -0.930 -2.395 -3.131  0.42
H26 0.541 -3.052 -5.038  0.43
H27 1.951 -3.191 -3.976  0.31
H28 0.578 -4.324 -3.809  0.28
C22 2.364 -2.910 -1.145  -0.56
C23 2.682 -4.406 -1.172  -1.31
H29 2.722 -2.474 -0.195  0.42
H30 2.900 -2.384 -1.954  0.43
H31 3.762 -4.530 -1.024  0.43
H32 2.174 -4.950 -0.362  0.31
H33 2.422 -4.874 -2.131  0.28
C24 -0.457 -3.719 -0.520  -0.43
C25 -0.864 -4.897 -1.411  -1.32
H34 -1.360 -3.194 -0.163  0.29
H35 0.071 -4.076 0.380  0.39
H36 -1.530 -5.551 -0.834  0.43
H37 -1.417 -4.571 -2.304  0.32
H38 -0.003 -5.501 -1.727  0.28
N2 3.123 1.190 -0.155  0.03
C26 4.140 1.786 0.500  -0.20
C27 3.739 1.877 1.834  -0.85
C28 2.464 1.325 1.924  -0.45
N3 2.091 0.904 0.687  0.18
H39 3.058 0.982 -1.146  0.15
H40 5.040 2.078 -0.008  0.49
H41 4.301 2.286 2.647  0.45
H42 1.814 1.211 2.785  0.57

Computed properties:
- total charge = +2
- orbital gap (alpha / beta) (eV) = 5.61 / 5.62
- E_HOMO (alpha / beta) (eV) = -12.024 / -12.029

no.,calculated total energy (a.u.)
1,-5827.91319
2,-4640.37325
3,-4726.78691